No. 1
{"formula": "C38H55IN6OSSeTi", "method": "ωB97M-V with the def2-TZVPD basis set", "elements": ["I", "Se", "Ti", "S", "O", "N", "N", "N", "N", "N", "N", "C", "C", "C", "C", "C", "C", "C", "C", "C", "C", "C", "C", "C", "C", "C", "C", "C", "C", "C", "C", "C", "C", "C", "C", "C", "C", "C", "C", "C", "C", "C", "C", "C", "C", "C", "C", "C", "C", "H", "H", "H", "H", "H", "H", "H", "H", "H", "H", "H", "H", "H", "H", "H", "H", "H", "H", "H", "H", "H", "H", "H", "H", "H", "H", "H", "H", "H", "H", "H", "H", "H", "H", "H", "H", "H", "H", "H", "H", "H", "H", "H", "H", "H", "H", "H", "H", "H", "H", "H", "H", "H", "H", "H"], "positions_angstrom": [[-6.052, -2.710, 1.461], [-1.339, 2.694, 0.035], [-0.732, 0.469, -0.093], [-0.122, -1.992, -2.168], [-1.210, -1.219, -1.409], [-0.121, 5.828, -2.832], [1.142, 0.123, -0.640], [-0.502, -0.386, 1.657], [1.374, 4.804, -1.746], [-3.640, 0.679, 1.002], [-2.882, -0.157, 0.289], [2.357, 3.810, -1.373], [-4.746, 0.092, 1.471], [3.343, -1.500, 0.261], [3.399, -0.643, -0.999], [-2.567, 2.737, 3.801], [-2.900, -1.342, 5.003], [-0.126, 6.375, -1.561], [0.628, 0.385, 1.729], [0.350, -3.324, 2.510], [4.685, 0.011, -2.930], [2.309, 0.571, -2.810], [3.541, 0.563, -3.470], [4.594, -0.619, -1.703], [-1.702, 0.350, 3.736], [-2.491, -0.037, 4.820], [-1.902, -4.358, 2.135], [-0.287, 2.196, 4.680], [-1.108, -3.009, -3.315], [-1.671, -1.977, 3.029], [0.826, 5.720, -0.869], [3.836, -2.924, -0.021], [-2.487, -2.308, 4.101], [0.276, -3.409, -1.132], [-4.699, -1.218, 1.045], [-1.349, 1.825, 3.640], [0.890, 0.245, -4.865], [0.799, 4.840, -2.978], [1.191, 1.168, -3.675], [2.262, 0.034, -1.507], [-0.868, -4.396, -1.310], [4.148, -0.899, 1.414], [-0.099, 1.628, -3.032], [-1.094, -4.457, -2.817], [-1.026, 6.227, -3.887], [-1.111, -3.057, 2.125], [1.400, 0.637, 0.614], [-3.522, -1.320, 0.298], [-1.284, -0.638, 2.828], [4.916, -2.951, -0.175], [1.150, 5.817, 0.153], [2.302, -1.577, 0.577], [3.607, -3.577, 0.824], [-2.963, 2.717, 4.818], [0.414, -3.646, 3.551], [-0.677, 2.200, -3.760], [-1.763, -4.019, -0.807], [1.799, -0.102, -5.358], [-2.802, -3.333, 4.244], [2.805, 3.414, -2.281], [-0.733, 5.701, -4.790], [-2.962, -4.195, 1.929], [-3.318, 1.649, 1.055], [3.593, 1.026, -4.449], [1.626, 2.081, -4.096], [-1.821, -4.872, 3.096], [-2.097, -2.554, -3.263], [-2.286, 3.766, 3.570], [-5.465, 0.622, 2.071], [3.779, 0.087, 1.693], [2.147, 1.422, 0.719], [-2.804, 0.719, 5.529], [1.216, -3.811, -1.520], [4.101, -1.543, 2.295], [-0.966, 7.303, -4.059], [-0.712, -2.882, -4.321], [3.131, 4.258, -0.749], [3.371, -3.338, -0.917], [-0.632, -5.369, -0.879], [-0.273, -5.001, -3.290], [5.623, 0.050, -3.467], [-3.102, -2.177, -0.197], [-3.377, 2.462, 3.124], [1.881, 2.997, -0.822], [5.463, -1.114, -1.286], [0.447, -3.026, -0.128], [-3.529, -1.610, 5.843], [5.198, -0.795, 1.132], [-1.127, -2.655, 1.110], [0.326, -0.638, -4.553], [-2.054, 5.963, -3.634], [-2.020, -4.966, -3.081], [-0.672, 2.061, 5.694], [0.082, 2.298, -2.200], [-0.764, 0.821, -2.694], [-0.951, 2.032, 2.650], [-0.795, 7.164, -1.265], [0.605, 1.574, 4.587], [-1.503, -5.037, 1.378], [0.782, -4.119, 1.895], [0.839, 0.998, 2.598], [0.283, 0.779, -5.599], [0.959, -2.426, 2.395], [0.010, 3.241, 4.568]], "e_lumo_ev": 0.17, "orbital_gap_ev": 7.39, "largest_force_ev_per_a": 0.758, "molar_mass_g_mol": 897.697}



No. 2
{"formula": "C38H56BrGeN3OPdS3Si3", "method": "ωB97M-V with the def2-TZVPD basis set", "elements": ["Pd", "Br", "Ge", "S", "S", "S", "Si", "Si", "Si", "O", "N", "N", "N", "C", "C", "C", "C", "C", "C", "C", "C", "C", "C", "C", "C", "C", "C", "C", "C", "C", "C", "C", "C", "C", "C", "C", "C", "C", "C", "C", "C", "C", "C", "C", "C", "C", "C", "C", "C", "C", "C", "H", "H", "H", "H", "H", "H", "H", "H", "H", "H", "H", "H", "H", "H", "H", "H", "H", "H", "H", "H", "H", "H", "H", "H", "H", "H", "H", "H", "H", "H", "H", "H", "H", "H", "H", "H", "H", "H", "H", "H", "H", "H", "H", "H", "H", "H", "H", "H", "H", "H", "H", "H", "H", "H", "H", "H"], "positions_angstrom": [[0.331, -0.308, -1.306], [-1.171, 1.524, -2.732], [0.820, -2.562, -0.549], [-3.692, -1.156, -2.488], [-6.103, -0.876, -0.721], [-0.815, -2.179, -2.688], [-0.137, -4.663, 0.430], [2.770, -3.543, -2.112], [2.617, -1.872, 1.368], [-0.176, 1.305, 0.201], [-2.487, -2.393, -0.609], [5.595, 3.511, -4.993], [-3.742, -2.076, -0.169], [3.498, -4.971, -1.184], [-0.127, 3.150, 2.390], [-2.306, -1.965, -1.812], [-3.740, -1.805, 2.248], [-4.891, -3.678, 1.252], [-5.262, -4.116, 2.515], [1.977, 0.665, -2.205], [1.352, 2.727, 2.323], [-1.593, 4.066, -1.641], [3.356, -3.347, 2.214], [-1.265, -5.389, -0.866], [-2.073, 6.468, -0.893], [-4.110, -2.248, 3.509], [-0.981, 2.019, 2.990], [-0.611, 2.447, -0.050], [3.845, 2.144, -3.654], [3.101, 1.151, -4.290], [-4.127, -2.531, 1.137], [-0.965, 7.474, -0.532], [-0.224, 4.353, 3.331], [-3.298, 6.704, 0.009], [3.916, -0.695, 0.780], [3.642, 2.409, -2.304], [4.078, -2.279, -2.372], [-4.581, -1.395, -1.011], [-4.870, -3.403, 3.642], [4.819, 2.906, -4.399], [-1.569, 5.060, -0.642], [-0.630, 3.482, 0.990], [-1.082, 4.721, 0.646], [-0.977, -3.885, 1.898], [1.857, -4.046, -3.636], [0.965, -6.027, 1.057], [2.172, 0.421, -3.564], [1.314, -1.070, 2.432], [-2.480, 6.691, -2.349], [-1.120, 2.821, -1.364], [2.704, 1.674, -1.589], [4.216, 3.190, -1.822], [3.987, 0.122, 1.505], [2.606, -4.282, -4.401], [4.504, -4.705, -0.850], [1.587, -0.335, -4.077], [2.924, -5.278, -0.318], [-5.862, -5.011, 2.619], [-2.024, 2.330, 3.075], [3.979, -3.948, 1.550], [-3.326, 6.064, -2.637], [4.569, -2.031, -1.432], [0.750, -1.828, 2.979], [-1.324, 8.486, -0.726], [4.822, -2.753, -3.025], [3.992, -2.981, 3.029], [-3.043, 6.629, 1.068], [1.346, -6.654, 0.251], [-1.254, 4.695, 3.454], [2.585, -3.982, 2.649], [0.390, 5.191, 2.995], [-1.908, -4.418, 2.116], [3.575, -5.829, -1.860], [-1.983, 4.279, -2.624], [1.692, 2.452, 3.325], [-3.813, -1.688, 4.386], [3.691, -0.260, -0.193], [-1.238, -2.842, 1.721], [-2.298, -5.363, -0.512], [-4.089, 5.982, -0.203], [1.972, 3.556, 1.974], [0.142, 4.055, 4.315], [-0.681, 7.419, 0.518], [-0.072, 7.309, -1.138], [-1.229, -4.841, -1.807], [3.253, 0.961, -5.345], [-5.199, -4.211, 0.362], [-2.785, 7.729, -2.477], [4.886, -1.194, 0.728], [-3.693, 7.705, -0.172], [1.784, -0.398, 3.159], [1.208, -3.266, -4.032], [-0.986, -6.429, -1.051], [1.799, -5.693, 1.670], [-5.169, -3.741, 4.625], [-0.937, 1.110, 2.393], [-3.164, -0.896, 2.120], [-0.615, 1.789, 3.994], [-0.330, -3.948, 2.777], [3.734, -1.361, -2.843], [0.617, -0.479, 1.836], [2.550, 1.902, -0.539], [-1.085, 5.496, 1.396], [-1.652, 6.503, -3.036], [0.325, -6.660, 1.683], [1.503, 1.873, 1.663], [1.252, -4.935, -3.450]], "e_lumo_ev": [-1.67, -5.65], "total_charge": 1, "spin_multiplicity": 6, "relative_energy_ev": 0.2402, "orbital_gap_ev": [7.55, 4.52], "largest_force_ev_per_a": 0.675, "molar_mass_g_mol": 1010.279}



> What is the formula in the second record?

C38H56BrGeN3OPdS3Si3